Run i
Formula: C4H31N2O9
Source: the Open Molecules 2025 dataset
Level of theory: ωB97M-V/def2-TZVPD

Structure (XYZ):
```
46
Properties=species:S:1:pos:R:3
H -1.00735 0.67906 0.14901
O -0.65303 -3.12072 -1.24827
H -1.24048 -2.42210 -1.53522
H 3.13457 2.59690 -2.87126
H -2.52428 -2.58799 2.07713
O 3.62182 1.83118 -3.19336
O -0.45110 -2.56324 -3.89467
H 0.35498 -0.13469 0.62661
O 1.44051 0.95580 -1.11896
H -0.34190 -3.24951 1.94632
O -2.62450 -1.64903 1.90775
H -3.51682 -1.49212 1.57760
H 0.89296 3.85952 1.32547
C -0.79354 0.56898 2.33313
H -1.80837 0.19522 2.39708
H -0.22822 -2.86243 -0.42745
H 1.30462 -2.79680 1.98548
H -0.37905 2.68832 -2.00217
H 2.19193 0.45081 -0.78288
H 0.28464 -3.00989 -4.31786
O 2.37047 -1.00642 -2.85152
H -1.16291 2.08982 3.78106
O -1.16280 3.00259 -2.47424
C 0.08279 -1.77338 3.30652
H 2.26570 -0.90022 -3.80428
H -1.30185 3.85033 -2.03042
H 0.61766 -2.08764 4.21311
H 0.38452 2.31011 2.83323
H 2.09045 2.87734 1.44381
H 3.47486 1.16072 -2.52370
C 0.22740 -0.29465 3.11221
H -1.21394 -3.14069 -3.85379
H 1.22708 0.01851 2.75722
H 2.18841 -1.94720 -2.73792
H -2.89126 0.31851 -1.81097
N -0.59902 0.11070 0.89503
H -1.00931 -0.83179 0.89100
C -0.67576 1.99069 2.81835
O 1.63019 3.59160 1.87884
O -2.93223 0.82264 -0.99724
H -0.90265 -2.07649 3.66815
H 1.73375 1.04457 -2.03669
N 0.34005 -2.52079 2.05428
H -2.71859 1.74874 -1.14781
H 0.36339 0.25412 4.05548
H -1.04562 2.69067 2.05910
```

The charge is +1. As for the LUMO energy: -2.86 eV.

Run ii
Formula: C4H31N2O9
Source: the Open Molecules 2025 dataset
Level of theory: ωB97M-V/def2-TZVPD

Structure (XYZ):
```
46
Properties=species:S:1:pos:R:3
H 2.33037 -1.72736 -4.04461
C 1.29328 0.13996 2.89881
H 0.68641 3.23314 3.44358
H 1.91977 0.22816 3.70885
O -2.26025 1.45064 -2.23016
O -0.05038 1.94559 -0.48820
H -1.93439 -3.40445 -0.13107
O -1.39361 -3.24876 -0.91442
H 0.45433 2.71692 -0.52627
H 1.51202 -1.40211 -2.91070
H -0.86574 2.65231 3.43548
O -2.88130 -1.63761 1.28006
N -0.04914 -0.72832 0.04061
O -0.94281 -1.38404 -2.30040
H 0.38487 -2.17109 1.58770
H -1.29992 -4.06980 -1.54176
H -0.90973 1.96804 -0.26936
H 2.01485 4.88972 0.00957
O 2.11729 3.96224 -0.45065
H 3.51999 -1.21299 -1.74496
H 1.36550 1.88283 1.90568
H -3.59364 -0.05859 -1.56240
O 2.41351 -1.41943 -3.14926
H 0.43761 0.13093 -0.23770
H -0.67855 -2.20206 -2.76747
H -3.42916 -0.97866 1.83092
H -3.49161 -2.11177 0.78024
H -4.50691 -0.60409 -2.57193
H 2.88612 -1.25086 1.98973
C 0.93861 -1.50016 0.92273
H 0.11132 1.73219 4.47320
O 3.17336 -0.77156 -0.81268
H -1.79570 1.53466 -3.02056
N 0.63868 1.40947 2.41335
C 2.00312 -0.59922 1.74366
H 3.18953 0.16369 -0.94457
H 0.44075 -0.40743 3.37837
H 1.67959 -2.23747 0.20552
H -0.55525 -1.21157 -0.71458
H -0.74253 -0.39670 0.78567
O -4.09272 -0.86992 -1.80358
H -2.62917 2.34232 -2.44818
H 1.73010 4.08083 -1.29630
H -1.77731 -1.17936 -2.47659
H 2.50501 0.08393 1.08874
C 0.13384 2.23782 3.43592
```

The charge is +1. As for the LUMO energy: -2.62 eV.

Most stable to least stable: run i, run ii